Entry from the Open Molecules 2025 dataset: 2 unconnected molecules or ions with the total composition C11H24N6O5 at a distorted geometry (the ωB97M-V functional and the def2-TZVPD basis).

Atoms and positions in Å:
O 2.303 -0.355 5.295
N -2.814 3.845 -5.232
H 3.422 -0.700 2.224
C -2.144 3.705 -4.092
C -0.253 -0.001 -1.522
H 4.219 1.470 4.813
H -0.379 0.642 -0.693
H 0.818 0.150 -1.886
O -2.309 -1.173 3.111
N 0.825 -1.688 -0.244
H 0.053 2.278 -2.781
H 1.241 0.712 2.205
H -3.065 4.771 -5.373
H 4.279 0.916 3.243
N -1.703 4.747 -3.249
H -0.016 -0.160 4.097
H -1.059 -0.015 -3.649
H 0.913 -2.070 4.514
H -1.934 1.837 -4.581
H -2.254 0.359 -2.371
N 3.939 0.795 4.146
C 1.310 -0.402 2.344
C -0.243 -1.483 -1.209
H 0.737 -2.664 0.148
H -1.644 4.519 -2.359
C 2.645 -0.895 2.941
O -0.850 -2.616 -3.152
C -0.918 1.989 -2.715
H 1.699 -1.678 -0.745
H 1.222 -0.850 1.441
C -1.162 -0.841 2.454
H 2.581 -1.926 3.084
H -0.421 -2.991 -3.973
H -2.376 5.455 -3.319
H -1.292 2.444 -1.749
O 1.386 -2.556 -2.789
C 2.991 -0.170 4.304
C -1.170 0.488 -2.642
H -2.233 -1.002 3.997
H -1.196 -1.817 -0.802
C 0.137 -0.864 3.216
N -1.664 2.470 -3.877
N 0.510 -2.202 3.655
C 0.221 -2.308 -2.381
H -0.362 -2.733 3.835
O -1.165 -0.551 1.298

Molar mass   320.35 g mol⁻¹
HOMO energy   -8.2 eV
Energy above the lowest of the compared OMol25 structures with the same formula, charge and spin   55.54 kcal/mol
LUMO level   0.46 eV

natural (NBO) population analysis, charges in e, atoms 1 to 2:
1. O -0.647
2. N -0.810

Entry from the Open Molecules 2025 dataset: 2 unconnected molecules or ions with the total composition C11H24O4PS at a distorted geometry (the ωB97M-V functional and the def2-TZVPD basis).

Atoms and positions in Å:
H -1.985 1.481 2.306
H 1.087 1.517 -1.490
H 4.690 -0.111 -2.732
H -1.482 -1.270 -0.614
H -2.144 -1.586 2.816
C 5.511 1.836 -2.803
H 2.295 1.164 1.270
C -1.775 0.483 1.681
H -4.201 1.623 -0.831
O -3.680 -2.562 0.695
P 0.076 0.140 1.871
H 6.485 1.425 -3.093
H 5.398 2.800 -3.314
H 4.552 0.636 -4.256
C 1.426 0.630 -0.769
H -3.210 -0.158 3.426
C -1.865 -0.234 -0.998
H 0.479 -2.312 -0.127
C 0.307 -2.714 0.957
C -2.739 -0.650 2.447
C 0.562 -1.648 2.165
H 5.542 2.020 -1.722
O 3.250 1.396 -2.815
H 1.036 -3.644 1.107
C 1.213 1.149 0.764
H -0.788 -3.176 1.019
H -1.810 1.896 -0.116
H 0.859 2.282 0.778
O -4.711 -0.169 0.208
H 2.592 0.495 -0.954
H -0.012 -2.061 3.126
C 4.395 0.847 -3.187
S -4.177 -1.247 1.414
H 1.713 -1.715 2.451
C -2.287 0.841 0.157
H -2.860 -0.470 -1.616
C -3.913 1.066 0.183
H 0.916 -0.386 -1.041
H -4.283 1.774 1.058
O -5.322 -1.660 2.379
H -1.140 0.273 -1.799

Molar mass   283.35 g mol⁻¹
Total charge   -1
HOMO energy   -2.6 eV
LUMO level   2.15 eV

natural (NBO) population analysis, charges in e, atoms 1 to 2:
1. H 0.237
2. H 0.241

Repeat the second record exactly.
Entry from the Open Molecules 2025 dataset: 2 unconnected molecules or ions with the total composition C11H24O4PS at a distorted geometry (the ωB97M-V functional and the def2-TZVPD basis).

Atoms and positions in Å:
H -1.985 1.481 2.306
H 1.087 1.517 -1.490
H 4.690 -0.111 -2.732
H -1.482 -1.270 -0.614
H -2.144 -1.586 2.816
C 5.511 1.836 -2.803
H 2.295 1.164 1.270
C -1.775 0.483 1.681
H -4.201 1.623 -0.831
O -3.680 -2.562 0.695
P 0.076 0.140 1.871
H 6.485 1.425 -3.093
H 5.398 2.800 -3.314
H 4.552 0.636 -4.256
C 1.426 0.630 -0.769
H -3.210 -0.158 3.426
C -1.865 -0.234 -0.998
H 0.479 -2.312 -0.127
C 0.307 -2.714 0.957
C -2.739 -0.650 2.447
C 0.562 -1.648 2.165
H 5.542 2.020 -1.722
O 3.250 1.396 -2.815
H 1.036 -3.644 1.107
C 1.213 1.149 0.764
H -0.788 -3.176 1.019
H -1.810 1.896 -0.116
H 0.859 2.282 0.778
O -4.711 -0.169 0.208
H 2.592 0.495 -0.954
H -0.012 -2.061 3.126
C 4.395 0.847 -3.187
S -4.177 -1.247 1.414
H 1.713 -1.715 2.451
C -2.287 0.841 0.157
H -2.860 -0.470 -1.616
C -3.913 1.066 0.183
H 0.916 -0.386 -1.041
H -4.283 1.774 1.058
O -5.322 -1.660 2.379
H -1.140 0.273 -1.799

Molar mass   283.35 g mol⁻¹
Total charge   -1
HOMO energy   -2.6 eV
LUMO level   2.15 eV

natural (NBO) population analysis, charges in e, atoms 1 to 2:
1. H 0.237
2. H 0.241